Computed, not measured: a structure of composition C17H22NO4S3V, with ωB97M-V/def2-TZVPD.

## Properties
HOMO (alpha / beta)	-0.134 / -0.134	Eh
E	-85859.8672	eV
spin multiplicity	2
net charge	-1
gap between HOMO and LUMO (alpha / beta)	6.0 / 6.0	eV
LUMO level (alpha / beta)	0.0874 / 0.0868	hartree

Each line ends with the Mulliken spin population.
Positions of all 48 atoms, in Å:
V  -0.49326  0.24243  -0.38244  1.2481
C  -0.15859  -0.15330  2.95298  0.0032
C  -0.42983  0.79748  1.80608  0.0447
C  -1.78241  1.08640  1.38196  -0.0803
C  -2.94581  0.55561  2.18683  -0.0052
C  -2.00260  1.90022  0.27132  0.0518
C  -3.39324  2.19418  -0.22342  0.0110
C  -0.89984  2.42997  -0.46505  -0.1668
C  -1.15763  3.31664  -1.66414  -0.0046
C  0.44567  2.18766  -0.00324  0.0988
C  1.61120  2.67538  -0.83235  -0.0298
C  0.65579  1.44206  1.17071  -0.1181
C  2.04217  1.19901  1.70174  0.0143
H  -0.99988  -0.81994  3.12014  -0.0024
H  0.04077  0.38967  3.88496  -0.0045
H  0.69267  -0.79221  2.72172  0.0010
H  -3.32103  -0.39054  1.78895  -0.0023
H  -3.76759  1.26806  2.19846  -0.0013
H  -2.64934  0.38927  3.21904  0.0009
H  -4.12783  1.51666  0.19858  0.0002
H  -3.44204  2.07851  -1.30564  0.0027
H  -3.67939  3.22034  0.02621  -0.0015
H  -1.34667  2.73104  -2.56770  -0.0085
H  -0.30991  3.96924  -1.85954  0.0000
H  -2.02650  3.95229  -1.49577  -0.0001
H  1.38372  2.58202  -1.89291  -0.0045
H  2.49292  2.06826  -0.65071  0.0028
H  1.85650  3.72019  -0.62223  0.0020
H  2.41470  0.22839  1.35021  -0.0006
H  2.02224  1.15481  2.78936  -0.0003
H  2.72833  1.98626  1.40189  0.0010
O  0.89620  -0.35402  -1.56506  -0.0404
N  1.11294  -1.68492  -1.74523  0.0118
C  2.25838  -2.04883  -2.30735  -0.0145
C  2.44050  -3.41861  -2.59397  0.0056
C  1.58705  -4.35447  -2.11737  -0.0089
C  0.57233  -3.96935  -1.08852  0.0009
C  0.16481  -2.57408  -1.37648  0.0147
S  -2.11738  -0.60431  -1.92650  -0.0237
H  2.92291  -1.25030  -2.58866  -0.0018
H  3.28520  -3.69597  -3.21368  0.0000
H  1.69899  -5.40286  -2.37127  0.0000
H  -0.31917  -4.58853  -1.15042  -0.0014
O  1.03032  -4.20878  0.25929  0.0009
S  2.29593  -3.23028  0.92971  0.0011
O  2.36334  -3.89000  2.23763  0.0004
O  1.62485  -1.90473  1.01162  0.0252
S  -1.27046  -1.94600  -0.59972  -0.0215

Cartesian forces, eV/Å:
V -0.5 0.7 -0.7
C 0.0 0.2 -0.1
C 0.2 -0.5 -0.2
C 0.0 0.1 -0.1
C 0.1 -0.1 -0.1
C 0.1 0.5 0.3
C 0.0 -0.1 -0.1
C -0.1 -0.6 -0.2
C 0.0 -0.1 0.1
C 0.2 0.0 0.0
C -0.1 0.0 0.1
C 0.0 0.5 0.4
C 0.0 -0.2 -0.1
H 0.0 0.0 0.0
H 0.0 0.0 0.0
H 0.0 0.0 0.0
H 0.0 0.0 0.0
H 0.0 0.0 0.0
H 0.0 0.0 0.0
H 0.0 0.0 0.0
H 0.0 0.0 0.0
H 0.0 0.0 0.0
H 0.0 0.0 0.0
H 0.0 0.0 0.0
H 0.0 0.0 0.0
H 0.0 0.0 0.0
H 0.0 0.0 0.0
H 0.0 0.0 0.0
H -0.1 0.1 0.0
H 0.0 0.0 0.0
H 0.0 0.0 0.0
O 0.6 -0.4 0.3
N -0.4 0.1 0.0
C 0.0 0.1 -0.2
C 0.1 -0.1 0.0
C 0.0 0.0 0.0
C 0.1 0.0 0.0
C 0.0 0.4 0.2
S -0.3 0.0 0.2
H 0.0 0.0 0.0
H 0.0 0.0 0.0
H 0.0 0.1 0.0
H -0.1 -0.2 0.0
O -0.1 0.0 -0.2
S -0.2 -0.2 0.0
O 0.1 0.0 0.1
O 0.0 0.2 0.1
S 0.2 -0.5 -0.1